one.
ORCA calculation (ωB97M-V with the def2-TZVPD basis set) on a 3-piece molecular cluster, C4H16N2O2 overall.

Geometry as XYZ:
```
24
Properties=species:S:1:pos:R:3:mulliken_charge:R:1
C 0.9271 1.3704 -0.0891 -0.59
H 0.9032 1.5159 -2.2721 0.29
O -1.8201 -1.5122 -1.6738 -0.60
H -0.4266 0.7182 -1.6195 0.10
H -0.5110 -1.7971 2.2444 0.32
H 0.5226 0.6192 1.8868 0.37
H -1.6966 -2.0306 -0.8696 0.28
H 1.2115 2.3502 0.2940 0.48
O 2.8011 -1.7682 1.5151 -0.67
C 0.1974 1.5979 -1.4381 -0.41
H -0.1580 3.6115 -1.1612 0.22
H -2.5849 -1.9303 -2.0860 0.30
H -1.5771 2.6838 -1.2264 0.22
C 0.1073 0.5429 0.8766 -0.75
H -1.8443 -1.3543 1.2370 0.30
H -0.9266 0.9198 0.8768 0.33
H 2.4083 -1.0354 1.0294 0.34
H 2.2082 -1.8527 2.2687 0.29
N -0.6161 2.7860 -1.5010 -0.51
H 1.8837 0.8867 -0.3254 0.24
H 0.2621 -1.0504 -0.4565 0.36
C -0.8088 -1.7105 1.2023 -1.52
N 0.1585 -0.8705 0.5304 -0.01
H -0.6212 -2.6902 0.7572 0.61
```

Its spin multiplicity is 1. Its gap between HOMO and LUMO is 9.49 eV. As for the SMILES: CNCCCN.O.O. The molar mass is 124.18 g/mol. The value obtained for the HOMO energy is -8.86 eV.


two.
ORCA calculation (ωB97M-V with the def2-TZVPD basis set) on a 3-piece molecular cluster, C4H16N2O2 overall.

Geometry as XYZ:
```
24
Properties=species:S:1:pos:R:3:mulliken_charge:R:1
H -0.6703 1.0344 -2.4795 0.35
C -1.1926 0.3302 -1.8309 -0.49
H 0.0878 -0.9465 -0.7210 0.22
H 1.9634 2.4289 -1.4358 0.30
H -2.1723 0.7318 -1.5869 0.27
N -0.6878 -1.5762 2.5985 -0.59
H -0.5224 -1.3833 -2.6229 0.23
C -1.2724 -0.3515 1.9925 -0.51
C -1.5794 -0.5783 0.4983 -0.64
H -1.7677 -1.6244 0.4019 0.24
H -2.5828 -0.1851 0.3019 0.41
H -1.3755 -1.9498 3.2320 0.22
H 5.9052 -0.1683 1.5920 0.32
O 4.9703 -0.3809 1.5751 -0.63
N -1.4270 -0.9187 -2.6177 -0.66
H 0.1148 0.7021 -0.1244 0.35
H 0.1493 -1.3935 3.1415 0.21
O 1.5505 2.7696 -2.2363 -0.64
H 0.9492 3.4649 -1.9408 0.32
H 4.4831 0.4272 1.7631 0.31
H -0.6749 0.5517 2.1253 0.33
H -2.2230 -0.1931 2.4861 0.28
H -1.4879 -0.7010 -3.6166 0.25
C -0.5376 -0.0903 -0.4950 -0.47
```

Its spin multiplicity is 1. Its gap between HOMO and LUMO is 9.54 eV. As for the SMILES: NCCCCN.O.O. The molar mass is 124.18 g/mol. The value obtained for the HOMO energy is -9.18 eV.


Bottom line: one, by a margin of 0.0058 hartree.


one.
ORCA calculation (ωB97M-V with the def2-TZVPD basis set) on a 2-piece molecular cluster, CH6O3Si overall.

Geometry as XYZ:
```
11
Properties=species:S:1:pos:R:3:mulliken_charge:R:1
O 0.2718 -1.0182 0.6779 -0.55
H 1.0677 2.4988 1.4666 0.31
C 0.8818 1.9160 0.5664 -0.92
H -1.4924 0.7264 1.4850 -0.05
O -1.4929 -1.4875 -1.9007 -0.62
Si -0.1968 0.4107 0.9167 0.59
H -0.0687 -1.8004 -0.6130 0.45
H -0.8521 -3.1207 -1.1528 0.40
O -0.3810 -2.3186 -1.4515 -0.22
H 1.8458 1.6122 0.1629 0.30
H 0.4167 2.5813 -0.1574 0.31
```

Its spin multiplicity is 1. Its gap between HOMO and LUMO is 7.92 eV. The molar mass is 94.14 g/mol. The value obtained for the HOMO energy is -8.28 eV.


two.
ORCA calculation (ωB97M-V with the def2-TZVPD basis set) on CH6O3Si as an isolated structure.

Geometry as XYZ:
```
11
Properties=species:S:1:pos:R:3:mulliken_charge:R:1
H -1.3530 1.6737 -0.9655 0.35
O -0.8179 1.6475 -0.1303 -0.43
H 0.2055 -0.2428 2.4413 0.30
O -1.4718 -0.7148 -1.8437 -0.36
H 1.9016 -0.2258 1.8694 0.35
Si 0.4481 0.6796 -0.0145 0.73
H 1.3387 1.5493 -0.5716 -0.10
C 0.8983 -0.3752 1.5309 -0.96
O -0.1354 -1.0798 -1.4472 -0.49
H 0.9623 -1.3407 1.1135 0.31
H -1.9763 -1.5710 -1.9822 0.30
```

Its spin multiplicity is 1. Its gap between HOMO and LUMO is 9.12 eV. The molar mass is 94.14 g/mol. The value obtained for the HOMO energy is -8.49 eV.


Bottom line: two, by a margin of 0.0378 hartree.


one.
ORCA calculation (ωB97M-V with the def2-TZVPD basis set) on C3H7NO2 as an isolated structure.

Geometry as XYZ:
```
13
Properties=species:S:1:pos:R:3:mulliken_charge:R:1
H -1.9833 0.2593 0.6490 0.15
H 0.8923 1.0056 1.6745 0.22
N 0.7924 1.3286 0.7250 -0.34
C -1.8093 -0.7180 0.1947 -0.52
H -0.0954 0.0989 -1.4535 0.42
O 2.0427 -0.3903 -0.1580 -0.39
O 0.7972 0.9167 -1.5258 -0.62
C 1.0687 0.5138 -0.3183 0.62
H -2.5427 -1.4791 0.4615 0.26
C -0.7540 -0.9359 -0.5931 -0.63
H 0.0653 2.0054 0.5505 0.26
H 2.1411 -0.6531 0.7675 0.30
H -0.6151 -1.9518 -0.9740 0.28
```

Its spin multiplicity is 1. Its gap between HOMO and LUMO is 8.39 eV. The molar mass is 89.09 g/mol. The value obtained for the HOMO energy is -8.13 eV.


two.
ORCA calculation (ωB97M-V with the def2-TZVPD basis set) on one molecule with the formula C3H7NO2.

Geometry as XYZ:
```
13
Properties=species:S:1:pos:R:3:mulliken_charge:R:1
H -1.9398 -1.8521 0.2444 0.28
C -1.8558 -0.9466 0.8497 -0.61
H 1.4745 1.5462 -1.9555 0.26
O -0.9008 -0.0535 0.2663 -0.35
H 0.1940 1.8891 -0.7759 0.28
H 1.8910 2.1677 -0.3460 0.26
H -2.8041 -0.4132 0.8829 0.22
H 2.1382 -0.3633 -0.4281 0.20
N 1.2754 0.1540 -0.3866 -0.20
H -1.5393 -1.2350 1.8551 0.28
O 0.5457 -1.7690 0.5254 -0.63
C 1.2078 1.5073 -0.8926 -0.68
C 0.3132 -0.6316 0.1608 0.70
```

Its spin multiplicity is 1. Its gap between HOMO and LUMO is 10.58 eV. As for the SMILES: CNC(=O)OC. The molar mass is 89.09 g/mol. The value obtained for the HOMO energy is -9.67 eV.


three.
ORCA calculation (ωB97M-V with the def2-TZVPD basis set) on one molecule with the formula C3H7NO2.

Geometry as XYZ:
```
13
Properties=species:S:1:pos:R:3:mulliken_charge:R:1
H 1.3195 1.1663 0.5993 0.24
H -0.6682 0.5213 -1.1530 0.29
H 0.9566 2.2722 -2.0750 0.31
H 0.7915 -1.0605 -0.1602 0.36
H -1.3635 -0.9565 2.0550 0.28
H -0.7035 2.2904 -0.5222 0.31
C -0.1268 1.3336 -0.7294 -0.25
O 1.0606 1.4190 -1.5617 -0.55
C -0.8371 -1.3106 1.0704 0.12
C 0.4814 -0.4917 0.6904 -0.64
H 1.0851 -0.6763 1.5152 0.44
N 0.2989 0.8788 0.5327 -0.43
O -1.1374 -2.2810 0.2897 -0.49
```

Its spin multiplicity is 1. Its gap between HOMO and LUMO is 10.16 eV. As for the SMILES: O=CCNCO. The molar mass is 89.09 g/mol. The value obtained for the HOMO energy is -9.41 eV.


four.
ORCA calculation (ωB97M-V with the def2-TZVPD basis set) on C3H7NO2 as an isolated structure.

Geometry as XYZ:
```
13
Properties=species:S:1:pos:R:3:mulliken_charge:R:1
H 1.3575 -1.2233 1.2151 0.30
H 2.6454 -0.5015 0.2305 0.25
C -0.9841 -0.8651 -0.3383 0.07
O -1.1251 1.9418 0.3123 -0.44
O 0.7994 -0.5658 -0.6685 -0.48
H -1.0891 -0.3767 1.5435 0.30
N -1.4262 -0.9741 0.7922 -0.49
H 0.1751 0.3684 -0.8674 0.41
C -0.9088 1.4286 -0.7604 -0.20
H 1.4200 0.5452 0.9911 0.29
H -1.2164 1.9819 -1.6887 0.30
H -1.2427 -1.3373 -1.2726 0.36
C 1.5947 -0.4220 0.5113 -0.67
```

Its spin multiplicity is 1. Its gap between HOMO and LUMO (alpha / beta) is 7.99 / 7.99 eV. The molar mass is 89.09 g/mol. The value obtained for the HOMO energy (alpha / beta) is -7.78 / -7.78 eV.


Bottom line: two, by a margin of 0.0919 hartree.


one.
ORCA calculation (ωB97M-V with the def2-TZVPD basis set) on a 2-piece molecular cluster, C4H7N2S overall.

Geometry as XYZ:
```
14
Properties=species:S:1:pos:R:3:mulliken_charge:R:1
H 0.9392 0.9722 -1.9176 0.28
N 0.1351 -0.0456 -0.4037 0.05
C -1.6499 -0.9921 1.6925 -0.53
H -2.2137 -1.0412 0.7845 0.52
H 0.2488 2.5242 0.4801 0.22
C -1.2757 -0.9204 2.8168 -0.32
C 0.4972 -1.3935 -0.8336 -0.10
H 1.4116 -2.9118 -2.4277 0.28
H 1.2060 3.0051 -0.7563 0.27
N 0.6062 2.2635 -0.3680 -0.25
H -0.5609 -0.1345 0.4887 0.06
S 1.0630 -1.4861 -2.4603 -0.14
C 0.5231 1.0811 -0.9084 0.22
H -0.9300 -0.9211 3.8129 0.43
```

Its spin multiplicity is 1. Its gap between HOMO and LUMO is 8.37 eV. The molar mass is 115.18 g/mol. The value obtained for the HOMO energy is -13.31 eV. The total charge is +1.


two.
ORCA calculation (ωB97M-V with the def2-TZVPD basis set) on a 2-piece molecular cluster, C4H7N2S overall.

Geometry as XYZ:
```
14
Properties=species:S:1:pos:R:3:mulliken_charge:R:1
H -0.0697 3.4797 -0.4838 0.22
H 0.6770 2.9755 0.9420 0.21
N -1.3930 -2.2755 1.0015 -0.41
C 0.5796 -2.0790 -0.4493 -1.02
H 1.5749 -1.9915 -0.0532 0.34
C -0.4429 0.5036 0.0867 0.28
H 0.5138 -2.1494 -1.5224 0.32
H 1.5333 1.1291 -0.2909 0.26
S -1.6644 0.1688 0.9260 -0.03
H 0.3621 1.4725 -1.5673 0.31
N 0.1655 2.7134 0.1177 -0.44
C 0.5033 1.4627 -0.4805 -0.08
C -0.4152 -2.4153 0.3088 0.78
H -1.9242 -2.9945 1.4646 0.24
```

Its spin multiplicity is 1. Its gap between HOMO and LUMO is 8.65 eV. The molar mass is 115.18 g/mol. The value obtained for the HOMO energy is -13.64 eV. The total charge is +1.


Bottom line: two, by a margin of 0.0610 hartree.


one.
ORCA calculation (ωB97M-V with the def2-TZVPD basis set) on an isolated ion of composition C4H7N2S and charge +1.

Geometry as XYZ:
```
14
Properties=species:S:1:pos:R:3:mulliken_charge:R:1
H 1.2474 -1.4839 0.5842 0.33
N -1.1316 1.0670 0.3089 -0.39
C 0.9265 -0.4205 0.1793 -0.55
H -1.5377 2.2381 -1.1963 0.48
C -0.9166 -0.5636 1.9656 -0.95
C -0.4355 -0.0233 0.8171 0.68
S 0.4754 1.1929 -2.0854 0.10
H 1.8007 0.3076 0.3086 0.29
H 1.6849 -0.8388 -1.6552 0.36
H -1.7910 -0.1480 2.2930 0.37
N 0.8830 -0.4282 -1.3210 -0.40
H -0.4703 -1.3686 2.4213 0.30
C -0.8905 1.5570 -0.8308 -0.05
H 0.1554 -1.0878 -1.7893 0.42
```

Its spin multiplicity is 1. Its gap between HOMO and LUMO is 8.88 eV. As for the SMILES: C=C1C[NH2+]SC=N1. The molar mass is 115.18 g/mol. The value obtained for the HOMO energy is -13.70 eV. The total charge is +1.


two.
ORCA calculation (ωB97M-V with the def2-TZVPD basis set) on C4H7N2S as an isolated structure.

Geometry as XYZ:
```
14
Properties=species:S:1:pos:R:3:mulliken_charge:R:1
S 1.7274 1.6098 0.0704 0.28
H -0.8280 -1.6120 0.1941 0.28
H 0.5210 -2.6964 0.1011 0.24
C -2.4045 1.7344 -0.0938 -0.71
H -2.8145 0.9562 0.5248 0.26
H 4.0110 0.6956 -0.1065 0.41
N 0.5297 0.5341 0.1320 -0.27
N 0.1663 -1.7548 0.1392 -0.26
H 2.9624 -1.7442 -0.0968 0.32
C 2.4285 -0.8186 -0.0244 -0.47
H -3.0537 2.2719 -0.7595 0.31
C 0.9928 -0.7164 0.0810 0.66
H -1.3553 1.9637 -0.0343 0.20
C 2.9790 0.4146 -0.0407 -0.25
```

Its spin multiplicity is 1. Its gap between HOMO and LUMO (alpha / beta) is 10.36 / 3.71 eV. The molar mass is 115.18 g/mol. The value obtained for the HOMO energy (alpha / beta) is -14.59 / -11.63 eV. The total charge is +1.


Bottom line: one, by a margin of 0.0247 hartree.


one.
ORCA calculation (ωB97M-V with the def2-TZVPD basis set) on one molecule with the formula C5H5N3.

Geometry as XYZ:
```
13
Properties=species:S:1:pos:R:3:mulliken_charge:R:1
H 0.5150 -1.7955 1.7961 0.36
H 1.9922 -1.2093 0.1666 0.29
N -0.9370 2.3438 -2.8198 -0.39
H 1.8007 0.3201 0.8555 0.30
H -1.7461 -0.7837 2.0535 0.36
N 0.5258 0.1421 -0.7435 -0.24
C 1.2760 -0.3610 0.3460 -0.39
C 0.1815 -0.9521 1.2139 -0.43
C -1.1104 -0.4957 1.1885 -0.18
C -0.8268 0.6040 -0.7500 0.48
H 1.0568 0.2548 -1.5760 0.23
C -1.0087 1.6119 -1.9064 0.14
N -1.7190 0.3207 0.1755 -0.55
```

Its spin multiplicity is 1. Its gap between HOMO and LUMO is 8.79 eV. As for the SMILES: N#CC1=NC=CCN1. The molar mass is 107.12 g/mol. The value obtained for the HOMO energy is -8.92 eV.


two.
ORCA calculation (ωB97M-V with the def2-TZVPD basis set) on one molecule with the formula C5H5N3.

Geometry as XYZ:
```
13
Properties=species:S:1:pos:R:3:mulliken_charge:R:1
N -1.1332 2.4059 -0.8198 -0.64
C 0.3437 -0.5189 0.3074 0.53
C 0.1601 0.2701 -1.8072 -0.30
H 0.8704 -3.0988 3.0143 0.26
H 0.5390 1.0989 -2.5422 0.28
C 0.6690 -1.5474 1.3366 -0.46
H -1.6699 2.4702 0.1246 0.24
H -0.4709 -0.3151 -2.5465 0.23
N 1.0036 -0.5670 -0.7997 -0.53
C -0.7076 1.0927 -0.8113 0.50
N -0.7446 0.3076 0.4277 -0.39
C 0.7840 -1.9848 2.4647 -0.09
H -0.6442 0.9493 1.3510 0.37
```

Its spin multiplicity is 1. Its gap between HOMO and LUMO is 9.56 eV. As for the SMILES: [H]/N=C1/CN=C(C#C)N1. The molar mass is 107.12 g/mol. The value obtained for the HOMO energy is -9.64 eV.


three.
ORCA calculation (ωB97M-V with the def2-TZVPD basis set) on C5H5N3 as an isolated structure.

Geometry as XYZ:
```
13
Properties=species:S:1:pos:R:3:mulliken_charge:R:1
C -0.6566 -3.6998 0.3292 -0.30
H -0.1335 -4.7855 0.6537 0.29
N 1.7737 0.1516 -1.5396 -0.55
H 0.5657 2.1655 -1.0857 0.26
C 0.3561 2.3608 0.0218 -0.56
H -1.7089 1.4425 0.9384 0.34
N -0.9147 -0.0771 0.1631 -0.36
C -0.1727 -1.1488 -0.1878 0.58
H -0.4718 3.2024 0.2286 0.27
H 1.3376 2.4592 0.5115 0.26
C 1.0006 -0.7553 -0.9531 0.38
N -0.4787 1.1431 0.7221 -0.24
C -0.4968 -2.4584 0.1978 -0.36
```

Its spin multiplicity is 1. Its gap between HOMO and LUMO is 7.62 eV. The molar mass is 107.12 g/mol. The value obtained for the HOMO energy is -8.79 eV.


four.
ORCA calculation (ωB97M-V with the def2-TZVPD basis set) on one molecule with the formula C5H5N3.

Geometry as XYZ:
```
13
Properties=species:S:1:pos:R:3:mulliken_charge:R:1
N 0.4218 0.7206 0.0236 0.26
N -0.5474 1.7961 -0.2500 -0.80
H -1.3962 1.3854 -0.7631 0.34
C -2.6855 -0.5982 0.1134 0.00
C 1.9515 -0.6683 0.0097 -0.42
H 2.5476 1.4112 0.0990 0.34
H 2.9382 -1.2862 0.3273 0.28
C 1.7297 0.6600 0.2778 -0.06
C -1.4851 -0.5695 0.1881 -0.60
C -0.1441 -0.5443 -0.2544 0.59
N 0.7192 -1.4665 -0.1960 -0.60
H -0.6755 1.7943 0.9101 0.34
H -3.7688 -0.3338 0.3765 0.34
```

Its spin multiplicity is 1. Its gap between HOMO and LUMO is 9.30 eV. As for the SMILES: C#Cc1nccn1N. The molar mass is 107.12 g/mol. The value obtained for the HOMO energy is -8.67 eV.


Bottom line: one, by a margin of 0.0912 hartree.